Entry from the OMol25 dataset: a 2-piece molecular cluster, H2N2O3S overall in a non-equilibrium geometry (ωB97M-V/def2-TZVPD).

Cartesian coordinates (Å):
1 S 1.480 1.317 2.050
2 O 2.424 2.198 -0.262
3 O 0.170 1.528 2.620
4 O 0.762 3.317 0.514
5 N 1.655 2.531 0.590
6 N 0.480 -0.109 -0.267
7 H 0.979 -1.054 -0.409
8 H 0.794 0.603 -0.801

Output
highest occupied orbital energy (alpha / beta)	-0.34562 / -0.34552	Ha
DFT total energy	-734.34376	hartree
total charge	0
energy relative to the best compared isomer or geometry (same formula, charge and spin)	124.03	kcal/mol